# C9H8BCl16N2O4

5 unconnected molecules or ions with the total composition C9H8BCl16N2O4 (wB97M-V/def2-TZVPD, the Open Molecules 2025 dataset).

Values from the calculation:
Charge = -1
Total energy = -8146.27113 a.u.
LUMO level = 1.85 eV
Multiplicity = 1
E_HOMO = -5.48 eV
Frontier orbital gap = 7.3 eV

Each line ends with the Mulliken charge.
Positions of all 40 atoms, in Å:
C (-3.394, -1.543, -1.882)  -1.220
C (-2.254, -0.508, -1.743)  0.140
B (-0.835, -1.067, -1.330)  0.846
O (0.201, -1.023, -2.302)  -0.955
N (-0.478, -1.580, -0.050)  -0.143
C (-1.432, -1.447, 1.023)  0.588
N (-1.031, -2.418, 2.109)  -0.370
C (-1.760, -3.339, 2.373)  0.591
O (-2.423, -4.245, 2.675)  -0.518
C (-1.474, -0.016, 1.661)  -0.178
O (-2.059, 0.051, 2.754)  -0.712
O (-0.934, 0.914, 0.988)  -0.579
H (-3.024, -2.536, -2.154)  0.269
H (-4.101, -1.215, -2.651)  0.349
H (-3.968, -1.626, -0.954)  0.351
H (-2.102, -0.047, -2.722)  -0.121
H (-2.528, 0.305, -1.063)  0.289
H (0.529, -0.112, -2.285)  0.014
H (0.397, -1.167, 0.261)  0.256
H (-2.439, -1.726, 0.717)  0.082
C (-2.674, 0.221, -6.354)  0.304
Cl (-3.510, 1.741, -6.014)  -0.110
Cl (-1.961, 0.299, -7.975)  -0.123
Cl (-1.418, -0.043, -5.158)  0.003
Cl (-3.837, -1.109, -6.295)  -0.111
C (1.553, 2.784, -1.958)  0.321
Cl (2.184, 1.456, -2.956)  -0.150
Cl (2.908, 3.649, -1.217)  -0.130
Cl (0.643, 3.900, -2.990)  -0.131
Cl (0.510, 2.094, -0.729)  0.158
C (1.988, -0.419, 4.580)  0.308
Cl (1.471, -1.822, 5.531)  -0.125
Cl (2.255, 0.952, 5.682)  -0.118
Cl (3.532, -0.806, 3.786)  -0.131
Cl (0.779, -0.009, 3.399)  0.071
C (6.132, 2.288, 4.645)  0.334
Cl (5.757, 3.202, 6.112)  -0.103
Cl (7.717, 2.794, 4.033)  -0.121
Cl (6.174, 0.568, 5.027)  -0.073
Cl (4.907, 2.608, 3.424)  -0.051